61
Properties=species:S:1:pos:R:3:mulliken_charge:R:1 method="wB97M-V/def2-TZVPD" s2=8.7790 homo_ha="-0.1528 / -0.1705" lumo_energy_ev="2.4 / 0.9" charge=-1 spin_multiplicity=6
Ru 0.8851 -0.1541 0.3243 1.48
C -4.2373 3.7548 3.0676 -0.80
O -4.8295 2.4815 2.8959 -0.45
C -4.0419 1.4943 2.3916 1.16
C -4.6744 0.2451 2.2348 -1.11
C -3.9479 -0.7973 1.7324 -0.87
C -2.5958 -0.6766 1.3488 -0.42
C -1.9131 -1.8208 0.7683 0.99
C -2.5740 -3.1860 0.8278 -1.92
O -0.8305 -1.7644 0.1819 -0.24
C -1.9548 0.5906 1.5206 0.29
O -0.7175 0.8164 1.2569 -0.71
C -2.7225 1.6632 2.0504 -0.39
H -5.0142 4.3992 3.4704 0.23
H -3.8847 4.1591 2.1159 0.33
H -3.4003 3.7118 3.7686 0.33
H -5.7145 0.1403 2.5108 0.41
H -4.4460 -1.7498 1.6088 0.35
H -3.3805 -3.2394 0.0926 0.40
H -2.9911 -3.3984 1.8110 0.47
H -1.8248 -3.9314 0.5743 0.38
H -2.2051 2.6035 2.1689 0.36
Cl 6.5476 0.6311 4.7038 -0.21
C 5.0592 0.1354 3.9901 0.37
C 4.2584 -0.8414 4.6565 0.40
Cl 4.8056 -1.4974 6.1531 -0.21
C 3.0681 -1.2515 4.1161 0.00
Cl 2.0774 -2.4224 4.9052 -0.19
C 2.5877 -0.7279 2.8720 0.10
O 1.4964 -1.0770 2.3720 -0.58
C 3.4182 0.2775 2.1779 0.05
O 3.0290 0.7548 1.0934 -0.36
C 4.6496 0.6735 2.7996 0.04
Cl 5.5901 1.8589 1.9763 -0.19
C -1.0961 -1.6838 -3.2217 -0.92
Si 0.7771 -1.8697 -3.2195 0.75
C 1.2962 -1.6987 -5.0227 -1.17
C 1.1116 -3.6441 -2.6921 -1.11
As 2.1688 -0.5390 -1.9025 -0.54
Si 1.2356 1.5504 -2.2420 0.82
C -0.6594 1.6270 -2.1624 -0.88
C 1.8997 2.8241 -1.0127 -1.10
C 1.7691 2.2334 -3.9274 -1.27
H -1.5149 -2.5723 -3.7074 0.35
H -1.4233 -0.8069 -3.7834 0.32
H -1.4980 -1.6251 -2.2099 0.02
H 0.8494 -2.4834 -5.6418 0.36
H 2.3828 -1.7590 -5.1176 0.28
H 0.9797 -0.7313 -5.4216 0.26
H 0.6587 -4.3530 -3.3926 0.32
H 0.6844 -3.8156 -1.7003 0.21
H 2.1833 -3.8469 -2.6366 0.32
H -1.1161 0.6437 -2.0604 0.00
H -1.0730 2.1002 -3.0592 0.39
H -0.9680 2.2209 -1.2973 0.25
H 2.8423 2.5077 -0.5662 0.25
H 1.1930 2.9948 -0.1965 0.28
H 2.0589 3.7743 -1.5324 0.36
H 1.2826 1.7112 -4.7564 0.28
H 2.8479 2.0835 -4.0249 0.30
H 1.5560 3.3021 -4.0314 0.39



77
Properties=species:S:1:pos:R:3:mulliken_charge:R:1 method="wB97M-V/def2-TZVPD" s2=16.0374 homo_ha="-0.1336 / -0.1271" e_above_lowest_kj_mol=87.47 lumo_energy_ev="3.5 / 2.1" charge=-2 spin_multiplicity=8
Gd -0.2786 -0.0645 -0.1575 0.73
C 2.9990 4.5160 -2.9367 -1.11
C 2.9811 4.6076 -1.4512 0.40
N 3.5805 5.4349 -0.6718 -0.48
O 4.1889 6.4631 -1.3994 -0.45
C 2.1023 3.6103 -0.7931 0.75
C 1.3019 4.1130 0.3813 -1.22
N 2.0167 2.4082 -1.1908 -0.68
O 0.9806 1.7304 -0.5805 0.00
H 2.0251 4.6629 -3.2848 0.33
H 3.1473 3.4649 -3.0215 0.34
H 3.6024 5.1907 -3.5324 0.36
H 4.6634 6.8940 -0.6516 0.37
H 1.7456 3.5832 1.2480 0.28
H 0.3692 3.6180 0.4655 0.21
H 1.3728 5.2117 0.4573 0.33
N -1.0047 -5.9514 -1.2576 -0.38
C -0.4439 -5.4213 -2.3620 0.62
N 0.8117 -4.8638 -2.1963 -0.47
N -0.9538 -5.6132 -3.5537 -0.75
C -0.1049 -5.4566 -4.5694 0.61
N 0.5262 -5.4415 -5.5273 -0.62
H -0.7589 -5.4770 -0.3890 0.36
H -1.8805 -6.3609 -1.4295 0.23
H 0.7978 -4.4255 -1.2181 0.27
H 1.0192 -4.2003 -2.9434 0.13
S -3.1990 -1.1016 -0.2357 -0.48
C -4.1824 -0.0060 0.5465 0.32
N -4.9916 0.7653 -0.1632 -0.19
C -5.7188 1.9449 0.3343 -0.77
C -4.9654 2.4504 1.5054 -0.39
C -4.8364 1.3666 2.4995 -0.51
N -4.1898 0.2188 1.8883 -0.07
H -4.8090 0.7211 -1.1463 0.32
H -6.7110 1.6180 0.6470 0.35
H -5.8239 2.6678 -0.4660 0.37
H -5.4402 3.3624 1.8692 0.40
H -3.9776 2.8114 1.1614 0.12
H -5.8784 1.0768 2.8684 0.25
H -4.3011 1.7207 3.4003 0.29
H -3.4323 -0.2692 2.3725 0.23
C 4.3188 -3.4715 -1.7559 -1.29
N 3.2117 -2.5838 -1.9913 0.42
C 2.8512 -2.2926 -3.3410 -0.32
C 1.8161 -1.5362 -3.6237 -1.11
C 1.0654 -1.0885 -2.4948 0.92
O -0.0095 -0.4781 -2.6518 -0.68
N 1.4852 -1.3464 -1.2086 0.56
C 2.6682 -1.8446 -0.9589 -0.01
O 3.3352 -1.7815 0.0370 -0.73
H 4.2520 -4.2549 -2.4388 0.51
H 4.1785 -3.8630 -0.7646 0.37
H 5.3318 -3.0644 -1.7644 0.31
H 3.5100 -2.6917 -4.0846 0.39
H 1.4327 -1.2669 -4.5992 0.48
O -3.2422 2.0029 -2.5757 -0.74
Cl -2.4127 2.7605 -1.6577 1.72
O -3.1850 3.7530 -0.9724 -0.71
O -1.3414 3.3722 -2.3506 -0.67
O -1.8918 1.8435 -0.6531 -0.33
O -1.0996 -2.6631 -0.4241 -0.53
N -0.3822 -2.9746 0.4991 1.44
O -0.1095 -2.1241 1.3964 -0.70
O 0.2376 -4.0657 0.6158 -0.90
Br 1.0711 0.5938 8.2284 -0.25
C 1.2977 -0.1004 6.4557 0.20
C 2.4455 -0.7909 6.0205 -0.32
N 2.6313 -1.0123 4.6751 -0.58
C 1.6639 -0.7089 3.8477 -0.39
C 0.4712 -0.0599 4.1779 0.28
C 0.3261 0.2876 5.5202 -0.72
C -0.6535 0.2581 3.2388 0.26
O -1.8051 0.3552 3.7423 -0.78
O -0.3267 0.3693 1.9950 -0.31
H 3.2536 -1.0120 6.6993 0.38
H 1.7930 -0.9393 2.8213 0.95
H -0.5380 0.8392 5.8247 0.49



55
Properties=species:S:1:pos:R:3:mulliken_charge:R:1 method="wB97M-V/def2-TZVPD" s2=6.2168 homo_ha="-0.0617 / -0.0671" e_above_lowest_kj_mol=0.00 lumo_energy_ev="4.4 / 4.4" charge=-2 spin_multiplicity=5
Cr -1.0260 -0.9001 0.2089 -0.38
C -2.5977 -2.3445 -0.6726 -0.61
C -3.2181 -1.8064 0.4683 -0.52
C -2.4517 -2.1773 1.5970 -0.91
C -1.4117 -3.0329 1.1525 -0.51
C -1.5002 -3.1375 -0.2435 -0.75
H -2.9328 -2.2171 -1.6896 0.38
H -4.0964 -1.1771 0.4556 0.83
H -2.6335 -1.8793 2.6186 0.40
H -0.6954 -3.5381 1.7764 0.79
H -0.8228 -3.6773 -0.8858 0.46
C 2.1374 -2.8408 0.5441 -1.30
Si 1.1171 -1.4984 1.4408 1.27
C 0.9763 -2.0877 3.2667 -1.44
C 2.3102 -0.0400 1.7172 0.36
C 3.6020 -0.1758 2.2330 -0.43
C 4.3897 0.9332 2.4998 -0.65
C 3.8841 2.2070 2.2585 -0.64
C 2.6022 2.3511 1.7515 -0.43
C 1.8007 1.2406 1.4713 0.33
Si 0.0225 1.3658 0.7812 0.89
C -0.8803 2.4147 2.1052 -1.29
C 0.2575 2.5674 -0.6843 -1.09
H 3.1513 -2.8872 0.9552 0.35
H 2.2082 -2.6166 -0.5203 0.30
H 1.6850 -3.8313 0.6492 0.25
H 1.9846 -2.2071 3.6758 0.38
H 0.4375 -3.0233 3.4251 0.39
H 0.4756 -1.3130 3.8532 0.28
H 4.0043 -1.1657 2.4325 0.23
H 5.3928 0.8113 2.8955 0.35
H 4.4929 3.0813 2.4655 0.36
H 2.2198 3.3511 1.5670 0.25
H -0.3077 3.3198 2.3370 0.36
H -0.9993 1.8484 3.0319 0.28
H -1.8734 2.7158 1.7654 0.28
H 0.9203 3.3873 -0.3883 0.43
H -0.6917 2.9988 -1.0086 0.24
H 0.7123 2.0511 -1.5296 0.21
Se 0.3028 -1.0803 -2.0148 -0.23
C 0.0167 -0.0609 -3.5855 0.38
C -0.6843 1.1387 -3.6989 0.23
C -0.7770 1.7666 -4.9305 -0.69
N -0.2379 1.3133 -6.0618 -0.69
C 0.4290 0.1619 -5.9516 -0.29
C 0.5807 -0.5435 -4.7749 -0.65
H -1.1576 1.5900 -2.8426 0.15
H -1.3247 2.7018 -5.0034 0.35
H 0.8710 -0.2266 -6.8659 0.33
H 1.1403 -1.4703 -4.7697 0.34
Cl -2.9647 1.0075 -1.1066 0.06
C -3.9824 1.6193 0.1504 -0.95
Cl -6.8621 1.2389 0.4866 -0.86
H -4.1190 2.6856 0.1111 0.43
H -3.8760 1.0877 1.0807 0.37



65
Properties=species:S:1:pos:R:3:mulliken_charge:R:1 method="wB97M-V/def2-TZVPD" homo_ha="-0.1966 / -0.1933" e_above_lowest_kj_mol=275.72 lumo_energy_ev="1.7 / 1.5" charge=-1
Ru -0.3090 -0.0630 0.0935 0.93
C -0.5072 2.9341 2.5475 -0.50
C -0.7771 3.0565 1.0948 0.03
N -0.9024 2.0485 0.2549 0.17
C -1.1184 2.5699 -0.9897 -0.12
C -1.1396 3.9463 -0.8959 0.06
N -0.9229 4.2225 0.4323 -0.09
C -1.3608 5.0537 -1.8533 0.54
O -1.5341 4.7267 -3.1078 -0.57
O -1.3869 6.1975 -1.4445 -0.66
C -1.3273 1.6525 -2.1674 0.98
O -1.5695 2.1776 -3.2677 -0.88
O -1.2799 0.4283 -1.9193 -0.67
H 0.0233 1.9932 2.7002 -0.49
H -1.4364 2.9053 3.1192 0.33
H 0.0911 3.7724 2.9022 0.47
H -0.8735 5.1649 0.7896 0.24
H -1.5394 3.7030 -3.2699 0.47
Cl -0.3208 -4.0383 0.5320 -0.38
Si 0.4532 -2.2585 -0.3235 0.38
Cl 2.4871 -2.5364 0.1807 -0.38
Cl 0.4683 -2.8064 -2.3290 -0.35
C 3.0225 -0.7692 5.4712 -1.66
C 3.5451 0.3738 4.6576 0.84
C 2.6774 1.2979 4.0891 -0.23
C 3.1593 2.3238 3.2962 -0.42
C 4.5174 2.4228 3.0749 -0.08
C 5.4055 1.5413 3.6610 -0.46
C 4.9154 0.5222 4.4569 -0.71
S 5.1453 3.7183 2.0166 1.16
O 6.4955 4.0221 2.4068 -0.72
O 4.1833 4.7820 1.9849 -0.66
N 5.2524 3.0900 0.4763 -0.31
C 4.0281 2.5853 -0.1062 -0.73
C 3.8355 1.0783 0.0935 -0.39
C 2.3398 0.7633 0.1028 0.21
O 1.7596 0.5337 -0.9752 -0.78
O 1.7628 0.8014 1.2084 -0.29
H 2.0118 -0.5686 5.8156 0.37
H 3.6672 -0.9641 6.3259 0.49
H 2.9945 -1.6713 4.8605 0.30
H 1.6171 1.2059 4.2630 0.31
H 2.5040 3.0507 2.8477 0.45
H 6.4642 1.6777 3.4982 0.44
H 5.5990 -0.1683 4.9297 0.41
H 6.0456 2.4738 0.3840 0.32
H 4.0165 2.8237 -1.1737 0.37
H 3.2197 3.1460 0.3684 0.27
H 4.2336 0.7683 1.0606 0.12
H 4.3272 0.5131 -0.6969 0.42
C -1.9361 -2.3455 3.3232 -1.70
C -2.0878 -1.0735 2.4755 2.59
C -2.8130 0.0007 3.3162 -1.80
C -2.9371 -1.3798 1.2308 -1.59
C -0.7569 -0.5510 2.0620 -1.02
H -2.9147 -2.7551 3.5657 0.44
H -1.4078 -2.1237 4.2480 0.40
H -1.3668 -3.0856 2.7684 0.27
H -3.7824 -0.3643 3.6500 0.50
H -2.9708 0.8883 2.7112 0.30
H -2.2219 0.2697 4.1893 0.36
H -3.9927 -1.4331 1.4893 0.40
H -2.6320 -2.3338 0.8038 0.30
H -2.8031 -0.5867 0.4764 0.33
H 0.0600 -0.7334 2.7627 0.65